a) Formula: C2H6N2O3
Source: the OMol25 dataset
Level of theory: the ωB97M-V functional and the def2-TZVPD basis

Results
**HOMO-LUMO gap**: 10.018 eV
**Structure (SMILES)**: CN(COO)N=O

```
! wB97M-V def2-TZVPD RIJCOSX def2/J DEFGRID3
* xyz 0 1
H 0.280 0.816 1.724
O 0.007 -2.289 1.017
C -0.205 0.011 1.161
H 1.596 0.379 -0.802
O 0.676 -1.066 1.284
O -1.763 0.476 -1.895
N -0.406 0.412 -0.208
C 0.708 0.996 -0.929
H 0.544 -2.714 0.333
N -1.582 0.168 -0.725
H 0.424 1.041 -1.982
H -1.185 -0.234 1.585
H 0.905 2.004 -0.561
*
```

b) Formula: C2H6N2O3
Source: the OMol25 dataset
Level of theory: the ωB97M-V functional and the def2-TZVPD basis

Results
**HOMO-LUMO gap**: 10.317 eV
**Structure (SMILES)**: NC(=O)C(=O)O.N

```
! wB97M-V def2-TZVPD RIJCOSX def2/J DEFGRID3
* xyz 0 1
C -0.366 -0.990 -0.822
N 1.153 -0.213 0.921
O -0.989 -1.881 -0.176
H 1.616 0.558 1.479
H 1.724 -0.622 0.297
H 0.688 -0.827 1.460
H -0.586 2.432 -0.361
O -1.396 0.324 0.823
H 0.193 1.537 -1.510
H -1.368 -1.248 0.622
N -0.299 1.558 -0.728
O 0.243 -1.020 -1.856
C -0.612 0.393 -0.149
*
```

Relative calculated energies, zero for the most stable structure, unit kcal/mol: a) 108.7; b) 0.0.

a) Formula: C4H8N2O4
Source: the OMol25 dataset
Level of theory: the ωB97M-V functional and the def2-TZVPD basis

Results
**HOMO-LUMO gap**: 9.500 eV
**Structure (SMILES)**: C[C@@]1(O)N[C@]1(O)NC(=O)O

```
! wB97M-V def2-TZVPD RIJCOSX def2/J DEFGRID3
* xyz 0 1
H -0.417 2.206 -0.445
C 0.138 0.829 0.737
O -1.839 0.955 -1.090
C 1.849 -0.187 -0.980
O 0.356 -1.586 0.404
C -1.883 0.198 -0.149
H 2.663 -0.911 -0.942
H 0.206 -2.005 -0.450
O 0.237 2.106 0.271
N 1.259 0.343 1.459
N -1.240 0.433 1.038
O -2.534 -0.972 -0.188
H 1.089 -0.190 2.301
H 1.265 -0.345 -1.887
C 0.952 -0.322 0.216
H -3.039 -1.051 -1.013
H -1.326 -0.319 1.712
H 2.263 0.819 -0.994
*
```

b) Formula: C4H8N2O4
Source: the OMol25 dataset
Level of theory: the ωB97M-V functional and the def2-TZVPD basis

Results
**HOMO-LUMO gap**: 10.263 eV
**Structure (SMILES)**: N[C@H](C(=O)O)[C@@H](N)C(=O)O

```
! wB97M-V def2-TZVPD RIJCOSX def2/J DEFGRID3
* xyz 0 1
O 2.733 -0.771 0.136
C 1.981 0.309 0.064
H -0.612 1.872 -0.209
H -1.309 -2.428 0.539
N -0.043 1.353 -0.997
H 0.748 -0.527 -1.452
O -1.751 1.447 1.159
O -2.618 0.086 -0.424
C 0.595 0.128 -0.578
N -0.679 -1.940 -0.090
C -1.666 0.317 0.280
H -1.098 -1.950 -1.019
H 0.636 2.048 -1.288
H -1.036 1.433 1.807
C -0.424 -0.582 0.352
H -0.023 -0.605 1.375
O 2.398 1.394 0.402
H 2.167 -1.583 -0.055
*
```

Relative calculated energies, zero for the most stable structure, unit kcal/mol: a) 2.4; b) 0.0.

a) Formula: C12H21N7O3
Source: the OMol25 dataset
Level of theory: the ωB97M-V functional and the def2-TZVPD basis

Results
**HOMO-LUMO gap**: 9.290 eV

```
! wB97M-V def2-TZVPD RIJCOSX def2/J DEFGRID3
* xyz 0 1
N -1.525 -2.555 3.917
H 0.708 0.944 -5.447
H -0.382 -0.081 3.163
C 0.504 1.627 -2.246
C 2.206 0.183 -3.619
N -0.571 0.929 1.373
H 3.028 -0.678 -3.597
C 1.888 0.763 -2.304
H 1.343 -0.302 -4.186
C -3.624 -1.928 3.316
H -1.916 -3.621 5.685
H 3.368 3.532 -4.845
H 0.078 -2.464 3.207
N 0.662 1.922 -4.994
H -1.937 -1.317 0.821
H -4.497 -3.279 4.934
N 1.686 1.866 -0.030
H -0.070 3.071 -0.665
C -0.668 -0.359 2.143
C 0.509 -1.219 2.013
H 1.719 0.735 0.321
C -2.320 -3.057 4.878
O 0.826 -2.387 2.599
H 1.917 -0.143 -1.696
N 2.308 3.530 -5.063
C -0.653 0.781 -0.099
N -3.682 -2.828 4.340
H 0.435 1.329 1.689
O 1.448 -0.712 1.399
H -4.571 -1.661 2.641
N 2.860 1.252 -4.540
H -0.461 0.736 -2.531
O -1.339 -0.124 -0.700
C 1.970 2.359 -4.749
H -2.779 -0.115 1.769
H 3.390 1.879 -3.908
H 0.399 2.656 -5.668
H 2.684 1.557 -2.009
H 1.694 2.258 1.024
C -2.272 -1.817 3.091
H 0.665 2.364 -3.287
C 0.346 1.913 -0.795
C -1.961 -0.982 1.902
*
```

b) Formula: C12H21N7O3
Source: the OMol25 dataset
Level of theory: the ωB97M-V functional and the def2-TZVPD basis

Results
**HOMO-LUMO gap**: 8.904 eV
**Structure (SMILES)**: [H]/N=C(/N)NCCC[C@H](NC(=O)[C@@H](N)Cc1c[nH]cn1)C(=O)O

```
! wB97M-V def2-TZVPD RIJCOSX def2/J DEFGRID3
* xyz 0 1
N 1.801 1.799 -0.676
O -4.372 -0.996 -1.078
H -1.121 -3.078 -1.186
H 1.671 4.651 -1.995
C 1.153 -1.764 -0.587
O -2.706 0.743 2.563
H 2.703 -3.584 0.285
H 2.352 -0.123 -0.096
H -0.023 1.881 1.860
N -2.179 2.940 0.934
C -1.241 -2.559 -0.198
H 4.631 -0.217 0.197
C -0.180 1.540 0.852
N 4.466 -1.027 0.787
C 2.279 2.715 -1.468
C -1.688 1.607 0.584
C -3.164 -1.470 -1.429
C 0.133 -2.334 0.420
H -1.864 1.459 -0.493
N -2.537 -0.735 0.875
O -2.970 -2.012 -2.480
H 3.181 2.645 -2.064
H 0.173 0.495 0.812
H -4.288 -0.617 -0.154
H -1.790 -3.265 0.419
H -2.809 -1.406 1.591
C -2.364 0.516 1.421
C 0.460 3.604 -0.599
C 0.660 2.340 -0.118
N 2.293 -1.137 0.018
N 3.543 -3.115 0.507
H 0.058 -1.640 1.304
H -2.233 2.979 1.940
H -0.313 4.330 -0.388
H 1.462 -2.549 -1.267
H -3.147 3.045 0.608
C -2.028 -1.261 -0.395
C 3.405 -1.833 0.414
N 1.507 3.834 -1.454
H -1.399 -0.518 -0.842
H 0.669 -1.004 -1.200
H 5.289 -1.581 0.934
H 0.527 -3.296 0.843
*
```

Relative calculated energies, zero for the most stable structure, unit kcal/mol: a) 215.6; b) 0.0.

a) Formula: HN2O2S
Source: the OMol25 dataset
Level of theory: the ωB97M-V functional and the def2-TZVPD basis

Results
**HOMO-LUMO gap (alpha / beta)**: 7.221 / 7.220 eV

```
! wB97M-V def2-TZVPD RIJCOSX def2/J DEFGRID3
* xyz -1 1
O 0.350 -0.900 2.244
O 0.304 0.825 0.932
H 0.740 0.780 -2.012
N -0.793 -0.892 -1.030
S -0.638 0.543 -1.317
N 0.038 -0.356 1.182
*
```

b) Formula: HN2O2S
Source: the OMol25 dataset
Level of theory: the ωB97M-V functional and the def2-TZVPD basis

Results
**HOMO-LUMO gap**: 7.551 eV

```
! wB97M-V def2-TZVPD RIJCOSX def2/J DEFGRID3
* xyz -1 1
O 1.491 0.573 -1.153
S -0.524 -0.720 -0.804
O 3.132 0.670 -2.610
H -0.409 0.192 0.319
N 1.842 0.644 -2.360
N -1.526 -0.167 -1.668
*
```

Relative calculated energies, zero for the most stable structure, unit kcal/mol: a) 3.3; b) 0.0.

a) Formula: C22H36N2O4
Source: the OMol25 dataset
Level of theory: the ωB97M-V functional and the def2-TZVPD basis

Results
**HOMO-LUMO gap**: 8.806 eV
**Structure (SMILES)**: CCCCC(=O)NC(NC(=O)CCCC)c1ccc(OCC(C)C)c(OC)c1

```
! wB97M-V def2-TZVPD RIJCOSX def2/J DEFGRID3
* xyz 0 1
C 0.795 4.634 2.988
H -4.360 -5.686 -3.669
C 0.395 2.068 1.822
H -2.496 -4.220 -2.731
C 1.156 6.088 3.302
H -4.789 -4.410 -4.807
H 2.282 -3.578 1.404
H 1.975 -2.130 -0.422
H -0.422 6.348 4.764
H 1.422 -4.363 -0.854
C -2.744 -2.296 -1.819
C -4.595 -3.740 -2.763
C 1.365 2.956 -0.201
H -0.275 -5.554 -2.225
H 1.123 5.834 5.447
H 0.905 7.501 4.912
H -0.282 4.473 3.142
C 1.229 -3.808 1.228
H 0.964 -0.664 -1.774
C 1.213 1.720 -0.799
H 1.741 -5.677 0.282
H -2.946 -2.676 -0.814
H 0.069 2.183 2.843
H 3.115 3.222 -2.262
C -1.274 -1.935 -1.896
C -0.347 -5.300 -0.087
C 2.663 6.292 3.183
N 1.112 -1.777 -0.042
C 0.652 0.651 -0.101
C -4.963 -4.790 -3.803
H -1.008 -4.434 -0.152
H 3.187 5.701 3.932
H -4.795 -4.134 -1.763
H -1.519 -0.774 -0.228
H -0.193 0.015 1.756
H -5.224 -2.856 -2.901
H -2.920 -2.939 -3.858
H -3.333 -1.385 -1.953
O -0.598 -2.247 1.365
C 1.093 -4.820 0.083
H 0.800 -4.223 2.141
O 1.139 4.382 1.643
C 0.484 -0.681 -0.789
O -0.488 -2.425 -2.678
H 0.162 -7.005 -1.316
H 1.524 1.566 -1.820
C 0.478 -2.538 0.879
H 2.999 5.983 2.197
C -3.127 -3.339 -2.864
N -0.913 -0.958 -1.015
C 0.244 0.833 1.206
H 1.476 3.689 -2.798
H 1.349 3.959 3.657
C 2.310 3.954 -2.140
C 0.950 3.137 1.140
H 2.680 4.942 -2.409
C -0.508 -6.147 -1.343
H -0.644 -5.877 0.792
C 0.657 6.465 4.693
H -6.012 -5.066 -3.717
H 0.659 6.716 2.556
O 1.900 4.057 -0.799
H 2.918 7.339 3.329
H -1.529 -6.511 -1.430
*
```

b) Formula: C22H36N2O4
Source: the OMol25 dataset
Level of theory: the ωB97M-V functional and the def2-TZVPD basis

Results
**HOMO-LUMO gap**: 9.604 eV
**Structure (SMILES)**: COC(=O)[C@H](CC(C)C)NCc1cccc(CN[C@@H](CC(C)C)C(=O)OC)c1

```
! wB97M-V def2-TZVPD RIJCOSX def2/J DEFGRID3
* xyz 0 1
H 4.540 1.199 -1.404
H 2.898 2.262 1.010
H 4.037 -1.114 -0.829
C -1.588 0.403 -0.591
H 0.600 -3.817 -1.751
H -5.206 3.963 0.114
N -2.768 -0.043 1.521
H -6.023 1.770 -0.982
C 3.363 -0.329 -0.456
H -3.811 -1.828 1.523
H 3.583 3.370 -2.539
C 2.581 2.990 -2.347
H -0.261 0.905 -2.927
O -0.575 0.860 -0.118
C 5.681 0.709 2.225
C -0.488 -0.113 -2.603
H 2.419 3.749 0.214
H -6.902 1.422 0.507
H -2.536 -1.687 2.748
C -5.948 1.304 -0.001
H 5.229 1.632 2.595
H -5.768 0.242 -0.137
H -6.107 3.528 1.566
C -1.438 -3.632 -1.124
O -1.676 -0.113 -1.812
C 3.844 0.003 0.953
C -2.924 0.389 0.144
N 2.014 -0.849 -0.480
H -2.750 2.468 0.614
H 2.467 -2.873 -0.578
O 3.172 -0.088 1.949
C -3.476 1.825 0.112
H 2.224 -2.288 1.088
C -4.832 1.952 0.814
C -0.470 -2.013 0.889
H -3.562 2.152 -0.926
C -2.785 -1.489 1.702
H 1.564 1.709 -0.965
C -1.838 -2.226 0.785
C 1.869 -2.202 0.049
H -1.818 -4.271 -1.909
H 3.268 0.494 -2.412
H 1.920 3.837 -2.181
H -3.603 -0.289 -0.378
C 3.499 0.871 -1.413
H -0.702 -0.745 -3.461
C -2.314 -3.045 -0.230
H -3.377 -3.222 -0.320
C 3.024 2.851 0.107
H 6.748 0.845 2.069
H 5.494 -0.088 2.948
H -4.753 1.439 1.777
C 0.414 -2.570 -0.023
H 1.407 -0.225 0.048
O 5.131 0.368 0.960
C -0.080 -3.383 -1.033
H 2.241 2.459 -3.234
H -0.085 -1.385 1.681
H -4.385 3.888 1.675
C -5.151 3.425 1.058
H 0.356 -0.506 -2.029
H 4.069 3.147 0.022
H -1.903 0.353 1.880
C 2.583 2.067 -1.127
*
```

Relative calculated energies, zero for the most stable structure, unit kcal/mol: a) 0.0; b) 2.1.